Computed, not measured: C18H20KN3O3S2 as an isolated structure, with wB97M-V/def2-TZVPD.

Calculated values
- highest occupied orbital energy (eV) = 0.442
- total charge = -2
- energy above the lowest of the compared OMol25 structures with the same formula, charge and spin (kJ/mol) = 0.0

The geometry in XYZ format:
```
47
Properties=species:S:1:pos:R:3:mulliken_charge:R:1
K -0.40 0.70 -0.48 0.984
O 2.15 -0.86 -4.35 -0.708
C 2.28 -2.17 -4.17 0.180
C 2.78 -2.95 -5.22 -0.675
C 2.92 -4.32 -5.08 -0.255
C 2.57 -4.94 -3.89 -0.733
C 2.08 -4.17 -2.84 -0.195
C 1.93 -2.79 -2.96 0.151
C 1.41 -1.97 -1.82 0.734
O 1.21 -0.73 -2.02 -0.906
N 1.20 -2.64 -0.69 -0.998
N 0.72 -1.84 0.28 0.676
C 0.40 -2.41 1.38 -0.808
C -0.19 -1.62 2.47 0.870
C -0.57 -2.22 3.66 -0.909
C -1.16 -1.45 4.65 -0.149
C -1.36 -0.10 4.42 -0.828
C -0.96 0.42 3.19 -0.164
N -0.38 -0.31 2.25 0.172
H 1.73 -0.53 -3.50 0.404
H 3.05 -2.44 -6.14 0.403
H 3.31 -4.90 -5.91 0.338
H 2.67 -6.01 -3.78 0.358
H 1.80 -4.63 -1.90 0.438
H 0.52 -3.49 1.51 0.235
H -0.40 -3.28 3.80 0.321
H -1.46 -1.90 5.59 0.389
H -1.84 0.53 5.15 0.391
H -1.11 1.47 2.94 0.212
C -2.58 5.46 1.00 -1.467
C -2.32 4.04 0.45 0.293
S -0.85 3.31 1.11 -0.678
C -3.18 3.50 -0.45 0.242
C -4.39 4.31 -0.90 -1.289
S -3.13 1.93 -1.23 -0.689
H -1.79 5.71 1.70 0.257
H -3.53 5.53 1.53 0.289
H -2.59 6.22 0.21 0.316
H -4.50 5.28 -0.41 0.326
H -5.30 3.73 -0.73 0.227
H -4.33 4.49 -1.98 0.224
C 2.31 1.66 2.36 -0.404
O 2.68 0.43 1.75 -0.545
H 3.23 2.23 2.50 0.286
H 1.85 1.51 3.34 0.188
H 1.62 2.25 1.75 0.161
H 1.88 -0.03 1.47 0.334
```

***

Computed, not measured: C3H5Li2O3 as an isolated structure, with wB97M-V/def2-TZVPD.

Calculated values
- highest occupied orbital energy (alpha / beta) (eV) = -19.064 / -19.046
- <S²> = 0.754
- multiplicity = 2
- total charge = +2
- energy above the lowest of the compared OMol25 structures with the same formula, charge and spin (kJ/mol) = 110.4

The geometry in XYZ format:
```
13
Properties=species:S:1:pos:R:3:lowdin_spin:R:1
H -1.97 1.36 1.49 0.000
O 1.54 0.07 0.28 0.718
C 0.69 -0.94 -0.03 0.142
C -0.58 -0.59 -0.78 0.006
O -1.60 -0.15 0.12 0.011
C -1.71 1.12 0.40 0.000
O -0.84 1.95 0.19 0.010
Li 3.10 -0.29 1.51 -0.003
Li 0.95 2.04 -0.56 -0.002
H 0.50 -1.57 0.86 0.037
H 1.31 -1.64 -0.66 0.084
H -0.98 -1.50 -1.24 0.000
H -0.40 0.15 -1.57 -0.001
```

***

Computed, not measured: a 2-piece molecular cluster, C5H12N2 overall, with wB97M-V/def2-TZVPD.

Calculated values
- structure (SMILES) = [H]/N=C(/N)CC.C=C
- highest occupied orbital energy (eV) = -8.728
- total charge = 0
- energy above the lowest of the compared OMol25 structures with the same formula, charge and spin (kJ/mol) = 309.3

The geometry in XYZ format:
```
19
Properties=species:S:1:pos:R:3:mulliken_charge:R:1
C -0.27 -2.38 0.08 -1.109
C 0.71 -1.64 -0.80 -0.555
H -0.14 -3.46 -0.02 0.377
H -1.30 -2.16 -0.21 0.286
H -0.14 -2.11 1.14 0.282
H 1.73 -1.97 -0.60 0.353
H 0.53 -1.85 -1.86 0.312
H -1.29 0.62 0.17 0.128
C 0.57 0.04 -0.58 0.554
N 1.50 0.37 0.39 -0.423
C -1.22 1.52 0.99 -0.315
C -1.41 2.81 0.75 -0.489
N 0.44 0.85 -1.61 -0.793
H 2.00 -0.13 1.11 0.181
H 1.93 1.28 0.21 0.244
H 0.33 0.31 -2.48 0.227
H -1.12 1.15 2.01 0.239
H -1.40 3.20 -0.26 0.258
H -1.42 3.55 1.55 0.244
```

***

Computed, not measured: C21H34CoN5O5S as an isolated structure, with wB97M-V/def2-TZVPD.

Calculated values
- highest occupied orbital energy (alpha / beta) (eV) = -14.721 / -14.721
- total charge = +2
- energy above the lowest of the compared OMol25 structures with the same formula, charge and spin (kJ/mol) = 117.5

The geometry in XYZ format:
```
67
Properties=species:S:1:pos:R:3:mulliken_charge:R:1
Co -0.07 -0.10 -0.21 0.336
C 0.64 -2.81 -0.34 -0.695
C 0.86 -2.44 -1.78 -0.810
N 0.40 -1.03 -1.95 0.127
C 1.29 -0.22 -2.80 -0.941
C 2.56 0.17 -2.07 -0.473
S 2.11 0.93 -0.50 0.067
C 2.92 -0.07 0.75 -0.631
C 2.55 -1.52 0.61 -0.894
N 1.08 -1.67 0.48 -0.062
H 1.17 -3.73 -0.08 0.500
H -0.42 -2.96 -0.15 0.223
H 0.30 -3.11 -2.42 0.462
H 1.90 -2.51 -2.07 0.352
H -0.53 -1.04 -2.36 0.381
H 0.75 0.68 -3.08 0.224
H 1.55 -0.75 -3.72 0.470
H 3.11 0.90 -2.66 0.612
H 3.23 -0.67 -1.89 0.333
H 2.55 0.36 1.69 0.283
H 4.00 0.08 0.71 0.605
H 2.90 -2.07 1.49 0.447
H 3.03 -1.97 -0.25 0.349
H 0.67 -1.80 1.40 0.330
C -1.90 4.76 -1.38 -1.562
C -1.17 3.83 -2.36 1.977
C -2.08 3.47 -3.55 -1.510
C 0.13 4.47 -2.86 -1.644
C -0.82 2.57 -1.66 -0.064
N -0.55 1.60 -1.11 0.141
H -2.19 5.66 -1.92 0.434
H -1.25 5.05 -0.55 0.389
H -2.80 4.29 -0.98 0.334
H -2.20 4.36 -4.17 0.455
H -3.07 3.16 -3.22 0.357
H -1.65 2.68 -4.17 0.366
H -0.11 5.42 -3.33 0.455
H 0.63 3.84 -3.59 0.358
H 0.82 4.67 -2.03 0.397
O 0.07 0.74 1.47 -0.706
C -0.62 -0.09 2.20 1.132
O -1.15 -1.04 1.59 -0.672
C -0.70 0.11 3.65 0.112
C -0.37 1.35 4.19 -0.359
C -0.40 1.52 5.57 -0.672
C -0.73 0.44 6.35 0.081
C -1.07 -0.80 5.84 -0.710
C -1.06 -0.96 4.47 -0.525
N -0.70 0.61 7.83 0.968
O -0.63 1.74 8.25 -0.563
O -0.77 -0.40 8.50 -0.564
H -0.10 2.17 3.55 0.519
H -0.17 2.47 6.03 0.510
H -1.33 -1.60 6.51 0.507
H -1.34 -1.91 4.03 0.516
C -5.18 -0.84 0.58 -0.909
N -4.04 -0.33 -0.19 0.213
C -4.10 1.05 -0.69 -0.837
C -2.97 -1.05 -0.37 -0.114
O -1.95 -0.63 -1.00 -0.685
H -6.10 -0.66 0.03 0.344
H -5.24 -0.33 1.54 0.368
H -5.07 -1.91 0.74 0.313
H -5.14 1.33 -0.81 0.378
H -3.59 1.10 -1.64 0.268
H -3.62 1.73 0.02 0.257
H -3.01 -2.06 0.04 0.356
```

***

Number 1: DFT total energy -67600.464 eV. Number 2: DFT total energy -9726.524 eV. Number 3: DFT total energy -8356.931 eV. Number 4: DFT total energy -88463.204 eV.